# C4H8ClN

A 2-piece molecular cluster, C4H8ClN overall (ωB97M-V/def2-TZVPD, the Open Molecules 2025 dataset).

The geometry in XYZ format:
```
14
Properties=species:S:1:pos:R:3:forces:R:3
C 0.075 2.610 -0.451 -2.64 0.28 -0.40
C -0.167 0.522 -1.396 0.69 1.84 1.72
C 0.165 -1.782 -0.461 0.49 0.70 -1.45
C 0.333 0.042 0.955 2.33 2.40 -1.15
N 0.120 -0.311 -0.425 -0.48 -1.06 -1.48
Cl -0.528 -0.068 -3.022 0.28 -0.19 1.16
H 1.030 2.851 -0.880 0.66 0.02 -0.93
H -0.741 3.344 -0.946 1.69 -1.87 0.41
H -0.828 -2.113 -0.070 0.79 -0.43 -1.10
H 0.590 -1.940 -1.489 -1.31 -1.16 0.86
H 0.934 -2.064 0.257 -0.17 -0.24 -0.15
H 1.310 -0.369 1.280 -1.00 -0.04 0.21
H 0.404 1.113 0.882 0.11 0.78 0.67
H -0.547 -0.151 1.460 -1.44 -1.03 1.62
```
Positions in Å, forces in eV/Å.

Computed properties:
strongest force on any atom = 3.532 eV/A
LUMO = 0.62 eV
orbital gap = 7.96 eV
ΔE to the lowest compared entry with this formula, charge and spin = 591.25 kJ/mol
DFT total energy = -671.91153 Eh


# C4H8ClN2

An isolated ion of composition C4H8ClN2 and charge +1 (ωB97M-V/def2-TZVPD, the Open Molecules 2025 dataset).

The geometry in XYZ format:
```
15
Properties=species:S:1:pos:R:3:forces:R:3
C 0.592 -1.447 -0.590 -2.65 -1.50 -1.43
C 0.660 -0.024 -0.373 1.97 3.06 -0.48
C 1.095 0.449 1.017 1.35 0.64 -0.93
N -0.649 0.414 -0.746 -4.00 0.91 -0.54
N -1.447 1.532 0.038 -1.01 -2.85 0.59
C -1.932 0.316 -0.124 2.86 2.28 -0.49
Cl -3.240 -0.725 0.076 1.41 1.28 -0.12
H -0.056 -1.841 0.217 1.06 -0.78 -0.28
H 0.073 -1.667 -1.585 0.54 0.26 1.27
H 1.584 -1.714 -0.771 1.48 -1.58 0.59
H 1.328 0.422 -1.195 -0.91 -0.38 1.25
H 0.233 0.367 1.617 -0.80 -0.44 1.36
H 1.337 1.559 1.012 0.10 -1.45 -0.02
H 1.948 -0.191 1.395 -1.01 0.97 -0.34
H -1.524 2.551 0.012 -0.39 -0.42 -0.41
```
Positions in Å, forces in eV/Å.

Computed properties:
strongest force on any atom = 4.134 eV/A
LUMO = -5.61 eV
orbital gap = 9.25 eV
ΔE to the lowest compared entry with this formula, charge and spin = 573.41 kJ/mol
structure (SMILES) = CC(C)N1[NH+]=C1Cl
net charge = +1
DFT total energy = -726.47499 Eh


# C4H8ClN2

An isolated ion of composition C4H8ClN2 and charge +1 (ωB97M-V/def2-TZVPD, the Open Molecules 2025 dataset).

The geometry in XYZ format:
```
15
Properties=species:S:1:pos:R:3:forces:R:3
C -1.492 0.191 -0.038 2.69 3.19 -0.33
C 0.895 0.095 -0.085 0.67 0.88 -0.02
C 0.823 1.563 0.399 0.40 -1.01 0.37
C -0.424 -1.973 0.013 -0.13 -1.03 0.11
N -0.440 -0.520 -0.025 -0.79 0.19 0.06
N -0.178 2.312 -0.220 -2.43 -1.56 0.16
Cl -3.076 -0.092 0.032 -0.50 -0.44 -0.05
H 1.248 0.035 -1.123 -0.10 -0.07 0.17
H 1.573 -0.475 0.551 -0.09 -0.07 -0.04
H 0.651 1.605 1.479 0.20 -0.08 -0.11
H 1.812 2.006 0.192 -0.06 0.03 -0.10
H 0.369 -2.337 -0.639 -0.06 0.05 0.01
H -0.232 -2.314 1.031 0.01 0.06 -0.06
H -1.380 -2.365 -0.329 0.03 0.05 0.04
H -0.149 2.270 -1.239 0.17 -0.18 -0.20
```
Positions in Å, forces in eV/Å.

Computed properties:
strongest force on any atom = 4.189 eV/A
LUMO (spin up / spin down) = -6.31 / -6.30 eV
orbital gap (spin up / spin down) = 7.82 / 7.82 eV
ΔE to the lowest compared entry with this formula, charge and spin = 503.41 kJ/mol
net charge = +1
DFT total energy = -726.50165 Eh